ORCA calculation (ωB97M-V with the def2-TZVPD basis set) on an isolated molecule of C10H11NO3.

```
25
C10H11NO3 (ωB97M-V with the def2-TZVPD basis set)
O 3.667 -0.540 2.230
C 3.245 -1.111 1.262
C 2.229 -0.619 0.350
C 1.643 -1.551 -0.501
O 2.020 -2.804 -0.386
C 0.569 -1.212 -1.536
C 0.721 0.157 -1.565
C 0.995 1.393 -1.284
C 1.090 1.774 0.246
C -0.415 1.578 0.761
C -1.411 0.561 0.032
C -1.125 -1.017 0.068
N -0.746 -1.719 -1.175
O 1.998 0.765 0.713
H 3.540 -2.067 0.930
H 1.223 -3.145 -0.819
H 1.142 2.048 -2.162
H 1.334 2.786 0.569
H -0.854 2.491 0.723
H -0.572 1.236 1.774
H -2.399 0.578 0.405
H -1.357 0.878 -0.928
H -0.321 -1.232 0.743
H -1.962 -1.408 0.718
H -1.413 -1.461 -1.884
```

Its HOMO energy is -0.31178 Eh. The value obtained for the max |F| is 5.2 eV/A. As for the SMILES: O=CC1=C(O)C2=C=C[C@@H](CCCN2)O1. The frontier orbital gap is 8.289 eV. For the relative energy (zero: lowest compared OMol25 entry of this formula, charge and spin), the calculation gives 8.2098 eV.

Atomic partial charges in e from the Mulliken method, atoms 1 to 5: O -0.51; C -0.31; C 0.52; C 0.33; O -0.58